Entry 1:
{
  "formula": "C3H3ClIN",
  "method": "wB97M-V/def2-TZVPD",
  "elements": ["C", "C", "C", "N", "Cl", "I", "H", "H", "H"],
  "coordinates": [[-1.56427, -1.14761, 1.52279], [0.34016, -0.74522, -0.05922], [-0.63710, -0.26735, 0.99247], [-2.45261, -1.72120, 1.98301], [0.21882, 0.70988, 2.22707], [-0.70752, -1.35785, -1.96316], [0.96624, 0.14324, -0.49126], [0.97074, -1.53334, 0.18233], [-1.95027, 0.66474, -0.03099]],
  "s_squared": 2.0152,
  "total_charge": 0,
  "e_homo_ev": [-8.28, -10.07],
  "relative_energy_kj_mol": 62.8,
  "multiplicity": 3
}

Entry 2:
{
  "formula": "CH5NOS",
  "method": "wB97M-V/def2-TZVPD",
  "elements": ["C", "N", "O", "S", "H", "H", "H", "H", "H"],
  "coordinates": [[0.34993, 1.41764, -0.53687], [0.23275, -1.25268, -0.52116], [-1.92431, 0.03268, -0.21500], [-0.52128, 0.12611, 0.10924], [-0.28943, 2.18759, -0.29983], [1.24200, 1.48078, 0.06652], [1.23587, -1.15219, -0.18099], [0.04783, -2.31935, -0.31293], [-0.37338, -0.52057, 1.89102]],
  "s_squared": 2.0079,
  "total_charge": 0,
  "e_homo_ev": [-6.84, -9.69],
  "relative_energy_kj_mol": 420.5,
  "multiplicity": 3
}

Entry 3:
{
  "formula": "C6H10B4",
  "method": "wB97M-V/def2-TZVPD",
  "elements": ["B", "B", "B", "B", "C", "C", "C", "C", "C", "C", "H", "H", "H", "H", "H", "H", "H", "H", "H", "H"],
  "coordinates": [[2.20885, 2.03344, 0.44959], [-2.62318, 0.59995, 0.01085], [2.71784, -1.00971, -0.16048], [-2.52025, -1.68459, -0.15671], [0.00804, 1.47441, -0.17573], [0.19206, -1.39026, 0.26759], [1.27898, 0.84726, 0.13499], [-1.17558, 0.89510, -0.06415], [1.33970, -0.51379, 0.18741], [-1.11897, -1.20313, 0.11220], [2.41065, 3.01563, -0.25504], [2.98429, 1.70932, 1.28213], [-3.36627, 0.35748, -0.96077], [-3.16742, 0.78490, 1.03184], [2.98421, -2.17827, -0.43583], [3.47967, -0.08327, -0.38290], [-3.47886, -1.84843, 0.55249], [-2.67667, -1.93989, -1.26514], [0.02547, 2.55952, -0.34174], [0.49746, -2.42566, 0.16942]],
  "total_charge": 0,
  "e_homo_ev": -9.05,
  "relative_energy_kj_mol": 234.7
}

Entry 4:
{
  "formula": "C16H17NO",
  "method": "wB97M-V/def2-TZVPD",
  "elements": ["C", "C", "C", "N", "C", "C", "C", "C", "C", "C", "H", "H", "H", "H", "H", "H", "H", "H", "H", "C", "C", "C", "C", "C", "O", "C", "C", "H", "H", "H", "H", "H", "H", "H", "H"],
  "coordinates": [[-0.78183, 0.70719, -1.00347], [-1.41974, -0.47714, -0.35385], [-2.04528, -0.58257, 0.84388], [-2.46394, -1.89572, 1.03391], [-2.07296, -2.65611, -0.03231], [-2.11920, -4.04323, -0.23477], [-1.55042, -4.52392, -1.40244], [-0.84051, -3.67870, -2.26277], [-0.85538, -2.29354, -2.11095], [-1.41346, -1.79317, -0.92810], [-0.80170, 1.55081, -0.31707], [-1.37187, 1.00866, -1.87998], [0.26640, 0.59541, -1.24255], [-2.36835, 0.08039, 1.62793], [-2.75400, -2.29976, 1.90661], [-2.64061, -4.65789, 0.48112], [-1.52472, -5.60176, -1.50173], [-0.35695, -4.09750, -3.13536], [-0.59796, -1.75016, -3.00174], [-0.23233, 3.93249, 2.06711], [0.92729, 3.13403, 1.54928], [0.98428, 1.74530, 1.56420], [1.94823, 1.13293, 0.78509], [2.92295, 1.80925, 0.07648], [3.73213, 1.19546, -0.82805], [2.92188, 3.19992, 0.16094], [1.95020, 3.84409, 0.90718], [-1.14819, 3.60600, 1.56057], [-0.18853, 5.01261, 1.97300], [-0.43919, 3.76215, 3.12162], [0.24370, 1.19112, 2.11620], [1.95780, 0.05296, 0.78400], [3.36358, 0.31396, -1.02094], [3.57224, 3.67372, -0.55784], [1.96372, 4.91353, 0.96004]],
  "total_charge": 0,
  "e_homo_ev": -7.95,
  "relative_energy_kj_mol": 70.4,
  "smiles": "Cc1c[nH]c2ccccc12.Cc1ccc(O)cc1"
}

Entry 5:
{
  "formula": "C9H21O3P",
  "method": "wB97M-V/def2-TZVPD",
  "elements": ["C", "O", "C", "C", "C", "C", "P", "H", "H", "H", "H", "H", "H", "H", "H", "H", "H", "H", "H", "H", "H", "H", "O", "C", "C", "C", "C", "O", "H", "H", "H", "H", "H", "H"],
  "coordinates": [[4.41351, -2.89604, 0.35062], [4.39635, -1.73125, -0.45949], [3.15315, -1.54092, -1.11768], [2.25575, -0.47113, -0.41960], [1.56354, -0.96167, 0.89952], [-0.00133, -0.94057, 0.84204], [-0.66292, -2.27248, -0.36959], [4.96296, -2.63392, 1.27343], [3.41213, -3.28948, 0.58364], [4.98548, -3.72357, -0.11587], [2.61740, -2.48426, -1.32888], [3.40039, -1.11417, -2.11113], [2.94502, 0.35222, -0.16392], [1.49097, -0.13038, -1.13801], [1.85813, -0.25747, 1.69932], [1.86127, -1.99105, 1.16063], [-0.42200, 0.06141, 0.65039], [-0.34992, -1.22970, 1.86002], [0.63598, -2.85400, -0.51022], [-1.52264, -2.78769, 0.67521], [-1.14802, -1.25570, -1.25368], [-1.23812, -3.27415, -1.26441], [-1.71832, 1.31786, -1.13685], [-2.45330, 2.15880, -0.70926], [-2.34632, 2.84433, 0.63124], [-3.71978, 3.48136, 0.77882], [-4.11412, 3.72473, -0.66518], [-3.49953, 2.66002, -1.40869], [-1.55174, 3.59116, 0.58246], [-2.14236, 2.12451, 1.42044], [-3.72542, 4.38643, 1.38494], [-4.40842, 2.76710, 1.23565], [-3.73529, 4.67711, -1.04512], [-5.19250, 3.69252, -0.81081]],
  "total_charge": 0,
  "e_homo_ev": -7.79,
  "relative_energy_kj_mol": 282.8,
  "smiles": "COCCCC[PH4].O=C1CCCO1"
}

Entry 6:
{
  "formula": "C5H11N3Si",
  "method": "wB97M-V/def2-TZVPD",
  "elements": ["C", "Si", "C", "C", "C", "C", "N", "N", "N", "H", "H", "H", "H", "H", "H", "H", "H", "H", "H", "H"],
  "coordinates": [[0.49035, 1.86132, -0.73866], [0.12843, 0.18707, 0.11408], [0.97365, -0.62125, 1.61276], [-1.76750, 0.43423, 0.70448], [0.26018, -1.27299, -1.28424], [-0.64300, -2.23886, -1.75763], [-0.07993, -2.92605, -2.71490], [1.09929, -2.44991, -2.79848], [1.38119, -1.41391, -2.02565], [-0.08370, 2.66876, -0.29764], [1.55924, 2.35203, -0.64232], [0.35841, 1.76232, -1.74174], [1.16816, 0.05112, 2.51890], [0.38529, -1.40259, 2.08064], [1.99316, -0.98849, 1.49531], [-2.11744, -0.62038, 1.09529], [-1.70165, 1.11145, 1.47571], [-2.25760, 0.76007, -0.24854], [-1.68651, -2.34147, -1.36549], [1.79798, -2.93076, -3.38201]],
  "total_charge": 0,
  "e_homo_ev": -9.82,
  "relative_energy_kj_mol": 210.1,
  "smiles": "C[Si](C)(C)c1cn[nH]n1"
}

Entry 7:
{
  "formula": "C5H13NO",
  "method": "wB97M-V/def2-TZVPD",
  "elements": ["C", "N", "C", "C", "C", "O", "C", "H", "H", "H", "H", "H", "H", "H", "H", "H", "H", "H", "H", "H"],
  "coordinates": [[-2.36349, -0.23664, -0.71854], [-1.97018, 0.80369, 0.23738], [-0.63341, 0.82377, 0.73160], [0.38637, 0.42763, -0.15819], [3.86179, 0.55382, 0.18908], [0.91150, -0.86032, -0.14760], [-2.45618, -1.57137, -0.00757], [-3.29666, 0.12744, -1.16176], [-1.68981, -0.28929, -1.58557], [-2.19049, 1.76555, -0.02268], [-0.57727, 0.81922, 1.81072], [4.45829, 0.92501, -0.65475], [0.71412, 0.95619, -1.06419], [4.33744, -0.26030, 0.70419], [3.61249, 1.40545, 0.82405], [2.93369, 0.24188, -0.31006], [1.20713, -0.07596, 0.68735], [-2.96197, -1.47191, 0.95485], [-2.88352, -2.38897, -0.57629], [-1.39984, -1.69490, 0.26799]],
  "total_charge": 0,
  "e_homo_ev": -7.70,
  "relative_energy_kj_mol": 648.7
}

Entry 8:
{
  "formula": "C15H21N3O5S2",
  "method": "wB97M-V/def2-TZVPD",
  "elements": ["C", "C", "O", "N", "C", "C", "N", "S", "O", "O", "C", "C", "C", "C", "S", "O", "O", "N", "C", "C", "C", "C", "C", "C", "C", "H", "H", "H", "H", "H", "H", "H", "H", "H", "H", "H", "H", "H", "H", "H", "H", "H", "H", "H", "H", "H"],
  "coordinates": [[4.82970, 3.05166, -0.96708], [4.27939, 2.41232, 0.28861], [4.62133, 2.76957, 1.39744], [3.35126, 1.43120, 0.11987], [2.96653, 0.80264, -1.12167], [3.48989, -0.64339, -1.14210], [3.07925, -1.37251, 0.03062], [1.76601, -2.37470, -0.07468], [1.72122, -3.13759, 1.13405], [1.85427, -3.04128, -1.33832], [0.30312, -1.32051, -0.11440], [-0.17409, -0.88131, -1.33679], [-1.27751, -0.04329, -1.36907], [-1.87045, 0.32919, -0.17746], [-3.31573, 1.38387, -0.23986], [-3.60738, 1.84685, 1.08552], [-3.15976, 2.34437, -1.29004], [-4.44986, 0.27326, -0.78500], [-4.96296, -0.63265, 0.19498], [-6.40025, -1.04524, 0.16192], [-5.90312, -0.16925, 1.27286], [-1.40593, -0.12066, 1.04348], [-0.30150, -0.95943, 1.07563], [3.35343, -0.71007, 1.28392], [2.83747, 0.73296, 1.28243], [5.38935, 2.33006, -1.55786], [4.02885, 3.47147, -1.57100], [5.50027, 3.85147, -0.66498], [1.87094, 0.80149, -1.18424], [3.36228, 1.34956, -1.97432], [4.58577, -0.63115, -1.16980], [3.11969, -1.19267, -2.00717], [0.31344, -1.21756, -2.23838], [-1.68436, 0.33391, -2.29325], [-5.16319, 0.74166, -1.32420], [-4.21632, -1.37466, 0.45398], [-7.03378, -0.60242, -0.59189], [-6.63830, -2.07518, 0.37766], [-5.79500, -0.59101, 2.25915], [-6.18499, 0.87147, 1.27255], [-1.91069, 0.19931, 1.94142], [0.08885, -1.35180, 2.00143], [4.43818, -0.70442, 1.43851], [2.88826, -1.30365, 2.06954], [1.74240, 0.75246, 1.25176], [3.18952, 1.26457, 2.16820]],
  "total_charge": 0,
  "e_homo_ev": -9.14,
  "smiles": "CC(=O)N1CCN(S(=O)(=O)c2ccc(S(=O)(=O)NC3CC3)cc2)CC1"
}

Entry 9:
{
  "formula": "C34H97N7O11",
  "method": "wB97M-V/def2-TZVPD",
  "elements": ["C", "O", "C", "C", "C", "N", "H", "H", "H", "H", "H", "H", "H", "H", "H", "H", "H", "C", "O", "C", "C", "C", "N", "H", "H", "H", "H", "H", "H", "H", "H", "H", "H", "H", "C", "O", "C", "C", "C", "N", "H", "H", "H", "H", "H", "H", "H", "H", "H", "H", "H", "C", "O", "C", "C", "C", "N", "H", "H", "H", "H", "H", "H", "H", "H", "H", "H", "H", "C", "O", "C", "C", "C", "N", "H", "H", "H", "H", "H", "H", "H", "H", "H", "H", "H", "C", "O", "C", "C", "C", "N", "H", "H", "H", "H", "H", "H", "H", "H", "H", "H", "H", "C", "O", "C", "C", "C", "N", "H", "H", "H", "H", "H", "H", "H", "H", "H", "H", "H", "C", "C", "O", "H", "H", "H", "H", "H", "H", "C", "C", "O", "H", "H", "H", "H", "H", "H", "C", "C", "O", "H", "H", "H", "H", "H", "H", "O", "H", "H"],
  "coordinates": [[2.69984, -0.20713, 2.92021], [3.97109, -0.48151, 3.44008], [4.30043, 0.32349, 4.56099], [5.67620, -0.06442, 5.10814], [5.97351, 0.81572, 6.31046], [6.69266, 0.11516, 4.07960], [2.73097, 0.71206, 2.30465], [1.93412, -0.08189, 3.69486], [2.32262, -0.97572, 2.24219], [4.23008, 1.39890, 4.36190], [3.56919, 0.07172, 5.34181], [5.61548, -1.11666, 5.39255], [5.12640, 0.88472, 6.99600], [6.17339, 1.84625, 6.00270], [6.84382, 0.50603, 6.88770], [6.74385, 1.09876, 3.83181], [6.33826, -0.34167, 3.24403], [1.84784, 2.27200, 1.44209], [1.77079, 3.11620, 0.28901], [3.04890, 3.37350, -0.24598], [2.87506, 4.29836, -1.46630], [2.48959, 3.48703, -2.69784], [4.12662, 5.02299, -1.79510], [2.48881, 1.43705, 1.22683], [0.84380, 1.92867, 1.68724], [2.22752, 2.87578, 2.27184], [3.68947, 3.87289, 0.49318], [3.54769, 2.43742, -0.53041], [2.05895, 4.98363, -1.23383], [1.70834, 2.75875, -2.45690], [3.36133, 2.93195, -3.04957], [2.04988, 4.06005, -3.51347], [4.87677, 4.39711, -1.49794], [4.26973, 5.75403, -1.09871], [-4.49669, 2.12779, 1.23135], [-3.92319, 3.03980, 0.29484], [-2.68430, 3.57417, 0.76582], [-2.03832, 4.37878, -0.32289], [-1.78660, 3.55285, -1.59394], [-0.80394, 5.02470, 0.08170], [-4.77998, 2.62932, 2.16110], [-3.85774, 1.25734, 1.39359], [-5.43152, 1.89638, 0.71631], [-2.90617, 4.22456, 1.62599], [-2.06553, 2.79328, 1.22714], [-2.77928, 5.11849, -0.64379], [-1.08233, 2.76678, -1.33180], [-1.32499, 4.11666, -2.40441], [-2.73084, 3.15358, -1.95835], [-0.97325, 5.63261, 0.87496], [-0.13673, 4.30936, 0.35248], [2.76851, -2.33317, -1.56408], [4.17976, -2.41321, -1.69071], [4.55263, -2.78217, -3.01375], [6.06195, -2.87421, -3.19071], [6.74701, -1.55171, -2.97173], [6.31012, -3.25280, -4.58855], [2.33710, -1.63585, -2.29051], [2.61808, -1.94221, -0.56046], [2.27674, -3.30016, -1.71108], [4.04265, -3.72697, -3.23943], [4.19128, -2.05886, -3.75834], [6.48361, -3.69509, -2.60911], [6.54525, -0.77344, -3.71045], [7.82298, -1.63868, -2.83133], [6.35039, -1.10825, -2.05215], [5.81188, -4.06327, -4.93960], [5.98508, -2.50469, -5.19392], [-5.59847, -2.42394, -4.23079], [-5.44344, -1.55183, -3.14482], [-5.53431, -0.18563, -3.46911], [-5.14134, 0.66828, -2.24616], [-5.42345, 2.13073, -2.53581], [-3.71051, 0.48854, -2.03953], [-4.80327, -2.41074, -4.98081], [-6.54175, -2.23484, -4.75915], [-5.73328, -3.45688, -3.90621], [-4.86659, 0.07456, -4.30162], [-6.51709, 0.08959, -3.87549], [-5.75963, 0.32996, -1.40583], [-4.89289, 2.40551, -3.44888], [-5.09547, 2.73979, -1.69524], [-6.49795, 2.26324, -2.67280], [-3.41380, 1.01063, -1.21844], [-3.60756, -0.47682, -1.72866], [-0.50712, -3.62712, -3.78272], [-1.17646, -3.76217, -2.55420], [-2.30357, -2.95362, -2.35283], [-3.03187, -3.37733, -1.07014], [-3.61853, -4.78370, -1.26715], [-4.03963, -2.35832, -0.76130], [-1.24067, -3.65132, -4.59443], [0.16130, -4.46638, -3.98623], [0.14170, -2.74739, -3.81194], [-2.00946, -1.89781, -2.30221], [-2.96398, -3.01495, -3.22868], [-2.32251, -3.39762, -0.24073], [-2.85252, -5.48230, -1.61153], [-4.44430, -4.82131, -1.97797], [-3.92759, -5.19460, -0.30269], [-4.67008, -2.14527, -1.53926], [-4.66785, -2.73254, -0.05429], [-1.24487, -0.97825, 4.56424], [-2.06328, -0.00456, 5.13987], [-1.34619, 1.07749, 5.71019], [-2.25358, 2.23712, 6.07934], [-2.91616, 2.78847, 4.82192], [-1.48680, 3.30443, 6.72145], [-1.78269, -1.92222, 4.47179], [-0.33781, -1.24731, 5.12059], [-0.92991, -0.69069, 3.55502], [-0.77204, 0.73122, 6.57912], [-0.62079, 1.40026, 4.95035], [-3.01344, 1.79041, 6.73351], [-2.20960, 3.25921, 4.13806], [-3.75769, 3.43733, 5.07116], [-3.35830, 1.96443, 4.25563], [-1.08553, 2.87881, 7.55368], [-2.13811, 4.00670, 7.05330], [0.38176, 0.37947, -4.05548], [-1.02767, 0.94865, -4.20423], [-2.04087, -0.03044, -4.21818], [0.50536, -0.15456, -3.10962], [1.19488, 1.09412, -4.20317], [0.61990, -0.33677, -4.84885], [-1.02363, 1.45331, -5.17698], [-1.26858, 1.68858, -3.43767], [-2.51046, 0.07485, -3.36202], [0.34589, -4.96160, 0.36234], [1.58904, -4.76735, 1.21035], [1.54703, -3.41111, 1.71676], [0.36195, -4.15362, -0.37272], [-0.52011, -4.79765, 1.00096], [0.39275, -5.89896, -0.18631], [2.54148, -4.89305, 0.69007], [1.60246, -5.44795, 2.06657], [2.39865, -3.28325, 2.14830], [-0.90197, 0.45387, -0.13961], [0.12223, -0.66495, -0.00297], [-0.26934, -1.40928, 1.14929], [-1.84621, -0.02078, -0.40091], [-0.70105, 1.17036, -0.93137], [-0.95027, 1.02706, 0.78477], [1.13669, -0.26933, 0.10843], [0.09609, -1.35675, -0.85182], [0.37626, -2.12966, 1.26380], [-3.01268, -1.51922, 1.78759], [-2.04731, -1.58190, 1.82647], [-3.22814, -1.73431, 0.86667]],
  "total_charge": 0,
  "e_homo_ev": -9.25,
  "relative_energy_kj_mol": 3.7,
  "smiles": "COC[C@H](C)N.COC[C@H](C)N.COC[C@H](C)N.COC[C@H](C)N.COC[C@H](C)N.COC[C@H](C)N.COC[C@H](C)N.CCO.CCO.CCO.O"
}

| no. | E (a.u.) |
| --- | --- |
| 1 | -928.53667 |
| 2 | -569.00479 |
| 3 | -333.77530 |
| 4 | -749.87349 |
| 5 | -922.45185 |
| 6 | -650.83670 |
| 7 | -328.07178 |
| 8 | -1920.98909 |
| 9 | -2564.37440 |